Below is a 2-piece molecular cluster, C4H8NO overall, with properties calculated with ωB97M-V with the def2-TZVPD basis set.

Geometry as XYZ:
```
14
C4H8NO (ωB97M-V with the def2-TZVPD basis set)
O 0.947 0.486 -0.842
N -0.417 -0.266 1.144
C -1.614 0.085 1.520
C 0.796 -0.875 1.319
C 0.558 0.773 -2.141
C 0.392 -0.492 -0.071
H 1.025 -1.757 1.950
H -2.175 0.450 0.705
H -0.181 -1.402 -0.552
H -0.456 1.136 -2.254
H 1.513 0.555 1.981
H 1.180 1.471 -2.470
H -2.085 -0.114 2.537
H 0.519 -0.051 -2.826
```

Values from the calculation:
- F_max (eV/A) = 5.86
- highest occupied orbital energy (eV) = -15.08
- molar mass (u) = 86.114
- net charge = +1
- orbital gap (eV) = 9.341


Below is a 2-piece molecular cluster, C4H8NO overall, with properties calculated with ωB97M-V with the def2-TZVPD basis set.

Geometry as XYZ:
```
14
C4H8NO (ωB97M-V with the def2-TZVPD basis set)
O 0.195 -1.537 0.602
N 1.719 -0.013 0.032
C -1.885 -0.145 0.060
C 0.589 0.688 0.725
C -0.433 -0.347 0.291
C 0.650 -1.031 -0.547
H 2.366 -0.535 0.564
H -2.299 -0.004 1.101
H 0.378 1.592 0.062
H 2.064 0.508 -0.709
H 0.499 0.933 1.809
H -2.203 0.788 -0.527
H 0.872 -2.290 -1.738
H -2.263 -0.984 -0.618
```

Values from the calculation:
- F_max (eV/A) = 4.78
- highest occupied orbital energy (eV) = -15.19
- molar mass (u) = 86.114
- net charge = +1
- orbital gap (eV) = 10.220


Below is a 2-piece molecular cluster, C4H8NO overall, with properties calculated with ωB97M-V with the def2-TZVPD basis set.

Geometry as XYZ:
```
14
C4H8NO (ωB97M-V with the def2-TZVPD basis set)
O 1.054 -1.200 -1.503
N -0.231 -0.205 1.274
C 1.491 0.115 -1.750
C -0.808 0.531 2.007
C -0.165 -1.426 -1.332
C -1.593 1.375 2.559
H -2.431 1.011 3.171
H 2.413 0.070 -2.386
H -0.504 -2.504 -1.269
H 0.572 0.700 -2.062
H 0.592 -0.765 1.427
H 1.967 0.541 -0.731
H -0.982 -0.651 -1.634
H -1.375 2.408 2.229
```

Values from the calculation:
- F_max (eV/A) = 4.26
- highest occupied orbital energy (eV) = -12.66
- molar mass (u) = 86.114
- net charge = +1
- orbital gap (eV) = 6.584


Below is an isolated ion of composition C4H8NO and charge +1, with properties calculated with ωB97M-V with the def2-TZVPD basis set.

Geometry as XYZ:
```
14
C4H8NO (ωB97M-V with the def2-TZVPD basis set)
O -3.140 0.636 0.217
N 1.168 1.090 0.592
C -0.856 -0.113 -0.247
C 1.560 -1.134 -0.162
C -2.116 0.166 0.796
C 0.594 -0.017 0.117
H 2.183 1.051 0.877
H 1.718 -1.760 0.687
H -3.144 1.035 -0.609
H 1.098 -1.605 -1.068
H 0.581 1.723 1.038
H -1.248 -0.919 -0.807
H -0.957 0.695 -1.086
H 2.558 -0.848 -0.343
```

Values from the calculation:
- F_max (eV/A) = 4.29
- highest occupied orbital energy (eV) = -13.05
- molar mass (u) = 86.114
- net charge = +1
- orbital gap (eV) = 7.909


Below is a 2-piece molecular cluster, C4H8NO overall, with properties calculated with ωB97M-V with the def2-TZVPD basis set.

Geometry as XYZ:
```
14
C4H8NO (ωB97M-V with the def2-TZVPD basis set)
O -0.944 0.290 -0.947
N 0.980 -0.681 0.767
C -1.263 1.367 -1.769
C -0.213 -0.709 1.674
C 0.180 0.417 0.768
C 1.880 -1.417 0.217
H 2.472 -0.932 -0.656
H 0.457 1.360 1.285
H 1.917 -2.411 0.478
H -0.308 1.771 -2.217
H -0.967 -1.417 1.306
H -2.109 0.826 -2.377
H -1.959 2.103 -1.241
H -0.123 -0.567 2.710
```

Values from the calculation:
- F_max (eV/A) = 4.73
- highest occupied orbital energy (spin up / spin down) (eV) = -14.14 / -14.25
- molar mass (u) = 86.114
- net charge = +1
- orbital gap (spin up / spin down) (eV) = 7.972 / 8.010


Below is an isolated ion of composition C4H8NO and charge +1, with properties calculated with ωB97M-V with the def2-TZVPD basis set.

Geometry as XYZ:
```
14
C4H8NO (ωB97M-V with the def2-TZVPD basis set)
O 0.080 -3.231 -0.102
N 0.276 0.571 0.003
C -0.369 2.942 -0.027
C -0.513 1.613 0.255
C 0.394 -2.016 -0.572
C 0.044 -0.860 0.310
H 0.504 -0.849 1.246
H 1.086 -2.022 -1.472
H 1.267 0.622 -0.410
H 0.501 3.445 -0.527
H -1.021 -1.033 0.457
H -1.448 1.252 0.798
H -1.063 3.550 0.712
H 0.262 -3.984 -0.669
```

Values from the calculation:
- F_max (eV/A) = 7.12
- highest occupied orbital energy (spin up / spin down) (eV) = -11.76 / -11.75
- molar mass (u) = 86.114
- net charge = +1
- orbital gap (spin up / spin down) (eV) = 4.833 / 4.817


Below is an isolated ion of composition C4H8NO2 and charge -1, with properties calculated with ωB97M-V with the def2-TZVPD basis set.

Geometry as XYZ:
```
15
C4H8NO2 (ωB97M-V with the def2-TZVPD basis set)
O -1.091 -1.468 -1.469
O -2.918 -0.201 -1.677
N -0.908 0.766 -1.208
C 0.419 0.684 -0.651
C 0.220 -0.196 0.600
C 1.370 -0.349 1.545
C -1.726 -0.394 -1.458
H -0.008 -1.244 0.202
H 0.811 1.708 -0.429
H 1.197 0.303 2.551
H -0.688 0.066 1.176
H 2.244 -0.134 1.143
H -1.504 1.501 -0.894
H 1.070 0.336 -1.434
H 1.511 -1.376 2.003
```

Values from the calculation:
- F_max (eV/A) = 6.50
- highest occupied orbital energy (eV) = -3.82
- SMILES string = CCCNC(=O)[O-]
- molar mass (u) = 102.113
- net charge = -1
- orbital gap (eV) = 7.749


Below is an isolated ion of composition C4H8NO2 and charge -1, with properties calculated with ωB97M-V with the def2-TZVPD basis set.

Geometry as XYZ:
```
15
C4H8NO2 (ωB97M-V with the def2-TZVPD basis set)
O -2.375 0.231 -0.825
O 1.430 -1.496 -0.120
N 0.376 0.022 1.461
C 1.518 -0.774 1.041
C 0.038 0.691 -0.911
C -0.006 1.127 0.590
C -1.330 0.301 -1.416
H 2.347 -0.029 1.071
H 0.690 -0.224 -0.933
H 0.325 1.562 -1.512
H 0.766 1.907 0.718
H -0.469 -0.485 1.684
H -1.259 0.280 -2.535
H -0.981 1.515 0.879
H 1.699 -1.490 1.857
```

Values from the calculation:
- F_max (eV/A) = 2.50
- highest occupied orbital energy (eV) = -2.75
- SMILES string = O=CCCNC[O-]
- molar mass (u) = 102.113
- net charge = -1
- orbital gap (eV) = 6.758


Below is an isolated ion of composition C4H8NO2 and charge -1, with properties calculated with ωB97M-V with the def2-TZVPD basis set.

Geometry as XYZ:
```
15
C4H8NO2 (ωB97M-V with the def2-TZVPD basis set)
O -1.154 -1.128 1.601
O 0.911 -0.782 2.416
N 0.064 -0.195 -0.934
C -0.026 -0.538 1.668
C -1.122 1.503 0.253
C 0.157 0.512 0.280
C 1.136 -1.063 -1.284
H 1.952 -0.388 -1.602
H 0.816 -1.552 -2.163
H 1.049 1.053 0.305
H 1.489 -1.835 -0.471
H -0.896 2.622 0.061
H -0.809 -0.748 -0.876
H -1.893 1.083 -0.474
H -1.673 1.457 1.218
```

Values from the calculation:
- F_max (eV/A) = 4.27
- highest occupied orbital energy (eV) = -3.33
- SMILES string = CN[C@@H](C)C(=O)[O-]
- molar mass (u) = 102.113
- net charge = -1
- orbital gap (eV) = 7.577


Below is an isolated ion of composition C4H8NO2 and charge -1, with properties calculated with ωB97M-V with the def2-TZVPD basis set.

Geometry as XYZ:
```
15
C4H8NO2 (ωB97M-V with the def2-TZVPD basis set)
O 0.570 0.795 -1.576
O -1.032 1.684 0.811
N 1.202 -0.567 0.256
C -0.326 -0.756 0.145
C 1.619 0.204 -0.976
C -1.124 0.609 0.078
C -0.949 -1.647 1.204
H -0.364 -1.204 -0.910
H -0.970 -1.340 2.271
H -0.619 -2.635 1.125
H -1.964 0.674 -0.526
H 2.237 1.024 -0.734
H -1.923 -1.905 1.121
H 1.842 -0.695 -1.756
H 1.721 -0.238 1.039
```

Values from the calculation:
- F_max (eV/A) = 5.62
- highest occupied orbital energy (eV) = -2.60
- SMILES string = C[C@@H](C=O)NC[O-]
- molar mass (u) = 102.113
- net charge = -1
- orbital gap (eV) = 6.587


Below is an isolated ion of composition C4H8NO2 and charge +1, with properties calculated with ωB97M-V with the def2-TZVPD basis set.

Geometry as XYZ:
```
15
C4H8NO2 (ωB97M-V with the def2-TZVPD basis set)
O 0.736 1.771 0.902
O 0.910 -1.462 -1.536
N -0.174 -0.360 0.356
C -0.595 1.834 0.886
C -0.317 -1.044 -1.016
C 1.217 0.479 0.680
C -1.206 0.652 0.716
H -0.874 -1.941 -1.059
H -2.239 0.276 0.513
H -1.140 2.679 1.070
H 0.904 -2.073 -2.287
H 1.835 0.405 -0.256
H -0.781 -0.181 -1.682
H 0.034 -1.197 0.970
H 1.691 0.163 1.743
```

Values from the calculation:
- F_max (eV/A) = 4.35
- highest occupied orbital energy (eV) = -14.25
- SMILES string = OC[N@@H+]1C=COC1
- molar mass (u) = 102.113
- net charge = +1
- orbital gap (eV) = 11.017


Below is an isolated ion of composition C4H8NO2 and charge +1, with properties calculated with ωB97M-V with the def2-TZVPD basis set.

Geometry as XYZ:
```
15
C4H8NO2 (ωB97M-V with the def2-TZVPD basis set)
O 0.054 -2.882 1.993
O 0.185 -0.635 2.187
N 0.588 -0.107 -0.003
C -0.850 0.333 -0.307
C 0.340 -1.835 1.562
C 0.870 -1.566 0.173
C 0.860 0.240 1.425
H 0.310 -2.112 -0.561
H -1.414 0.087 0.507
H -0.975 1.427 -0.307
H 0.432 1.259 1.737
H 1.857 -1.704 0.036
H 1.128 0.346 -0.722
H 2.009 0.190 1.679
H -1.145 -0.122 -1.341
```

Values from the calculation:
- F_max (eV/A) = 5.86
- highest occupied orbital energy (eV) = -15.67
- SMILES string = C[N@H+]1COC(=O)C1
- molar mass (u) = 102.113
- net charge = +1
- orbital gap (eV) = 12.036


Below is an isolated ion of composition C4H8NO2 and charge +1, with properties calculated with ωB97M-V with the def2-TZVPD basis set.

Geometry as XYZ:
```
15
C4H8NO2 (ωB97M-V with the def2-TZVPD basis set)
O 1.276 1.467 0.713
O -0.395 1.243 -1.429
N 1.240 -1.651 0.519
C -0.946 -0.804 -0.282
C 0.187 0.712 0.830
C 0.285 -0.727 0.479
C -1.012 0.774 -0.298
H -1.784 -1.294 0.333
H 1.564 -2.205 -0.246
H 1.970 -1.488 1.181
H -0.841 -1.299 -1.337
H -1.082 1.347 -2.026
H -1.841 1.364 0.054
H -0.129 1.045 1.845
H 1.509 1.514 -0.338
```

Values from the calculation:
- F_max (eV/A) = 4.63
- <S²> = 2.0094
- highest occupied orbital energy (spin up / spin down) (eV) = -11.50 / -15.44
- spin multiplicity = 3
- molar mass (u) = 102.113
- net charge = +1
- orbital gap (spin up / spin down) (eV) = 8.325 / 6.131


Below is a 2-piece molecular cluster, C4H8NO2S overall, with properties calculated with ωB97M-V with the def2-TZVPD basis set.

Geometry as XYZ:
```
16
C4H8NO2S (ωB97M-V with the def2-TZVPD basis set)
S -0.026 -3.701 1.940
O -2.990 -0.291 0.945
O 3.173 4.638 -4.219
N -1.199 0.709 -0.121
C -1.768 -0.158 0.667
C -0.808 -1.007 1.524
C 3.155 3.947 -3.242
C -1.094 -2.427 1.192
H 4.144 3.734 -2.717
H -1.772 1.317 -0.689
H -2.117 -2.802 1.458
H 0.222 -0.755 1.262
H -1.349 -2.618 0.123
H 2.296 3.323 -2.950
H -0.944 -0.886 2.614
H 1.079 -3.024 2.211
```

Values from the calculation:
- F_max (eV/A) = 3.01
- highest occupied orbital energy (eV) = -3.57
- molar mass (u) = 134.180
- net charge = -1
- orbital gap (eV) = 6.355


Below is an isolated ion of composition C4H8NO2S and charge -1, with properties calculated with ωB97M-V with the def2-TZVPD basis set.

Geometry as XYZ:
```
16
C4H8NO2S (ωB97M-V with the def2-TZVPD basis set)
S 2.362 -1.790 0.912
O -1.735 1.573 -1.516
O -2.974 1.728 0.385
N -0.902 0.773 0.518
C -1.971 1.427 -0.261
C 0.371 0.806 -0.050
C 0.887 -1.807 -0.176
C 0.838 -0.464 -0.880
H 0.362 1.608 -0.891
H 0.172 -0.579 -1.846
H 2.399 -0.557 1.433
H -0.068 -1.783 0.461
H 0.790 -2.729 -0.866
H 1.118 1.135 0.735
H -1.162 0.167 1.326
H 1.835 -0.212 -1.322
```

Values from the calculation:
- F_max (eV/A) = 2.72
- highest occupied orbital energy (eV) = -3.95
- SMILES string = O=C([O-])NCCCS
- molar mass (u) = 134.180
- net charge = -1
- orbital gap (eV) = 6.930


Below is an isolated ion of composition C4H8NO2S and charge +1, with properties calculated with ωB97M-V with the def2-TZVPD basis set.

Geometry as XYZ:
```
16
C4H8NO2S (ωB97M-V with the def2-TZVPD basis set)
S 4.463 0.342 0.128
O 4.069 -1.090 -0.164
O 1.840 0.643 -0.023
N -1.000 0.266 -0.014
C -0.499 1.543 -0.219
C 0.035 -0.824 -0.417
C 1.252 -0.621 0.404
C 3.006 1.085 -0.093
H -1.892 0.153 -0.472
H 2.054 -1.270 0.126
H 0.384 -0.654 -1.479
H -0.345 2.086 -1.177
H 0.122 2.070 0.529
H -0.373 -1.870 -0.245
H 1.051 -0.507 1.460
H -1.176 0.049 1.020
```

Values from the calculation:
- F_max (eV/A) = 4.73
- highest occupied orbital energy (spin up / spin down) (eV) = -12.19 / -12.05
- molar mass (u) = 134.180
- net charge = +1
- orbital gap (spin up / spin down) (eV) = 7.051 / 7.166


ΔE to the lowest compared entry with this formula, charge and spin values, unit kcal per mole, following the record order: 139.2 125.7 93.5 81.1 143.8 90.9 26.0 67.5 35.3 108.4 77.3 44.1 47.2 55.4 22.6 123.0.